(1)
Formula: C31H26Cl4F3N8O2PSTi
Source: the Open Molecules 2025 dataset
Level of theory: the ωB97M-V functional and the def2-TZVPD basis

Calculated values
ΔE to the lowest compared entry with this formula, charge and spin = 0.8983 eV
Total charge = +2
Kohn-Sham gap = 6.019 eV
DFT total energy = -5514.4074 hartree

Atoms and positions in Å:
Ti 0.769 -0.342 0.021
F -1.309 0.802 -4.746
C -0.459 1.815 -4.468
F -0.848 2.881 -5.167
F 0.757 1.457 -4.897
C -0.485 2.098 -2.984
C -1.067 3.245 -2.493
C -1.151 3.441 -1.112
C -0.680 2.459 -0.280
N -0.112 1.339 -0.753
C 0.030 1.148 -2.084
S 0.834 -0.326 -2.464
H -1.457 3.988 -3.177
H -1.586 4.343 -0.707
H -0.769 2.535 0.797
Cl 1.538 -2.929 6.589
C 1.142 -2.086 5.149
C 0.855 -0.714 5.200
C 0.542 -0.006 4.058
C 0.529 -0.634 2.814
O 0.266 0.046 1.702
C 0.789 -2.035 2.765
C 0.683 -2.732 1.537
O 0.491 -2.185 0.420
C 1.085 -2.744 3.947
H 0.871 -0.211 6.158
H 0.288 1.045 4.120
H 0.752 -3.823 1.553
H 1.275 -3.809 3.893
C -3.647 -3.518 -0.355
N -3.861 -2.321 0.457
C -4.709 -1.386 -0.281
N -4.149 -1.049 -1.586
C -3.955 -2.274 -2.359
N -3.078 -3.213 -1.665
C -1.715 -2.747 -1.592
P -1.595 -1.164 -0.592
C -2.620 -1.710 0.878
C -2.966 -0.237 -1.511
H -4.611 -4.002 -0.510
H -2.988 -4.206 0.179
H -4.850 -0.476 0.305
H -5.681 -1.853 -0.439
H -3.537 -2.028 -3.336
H -4.926 -2.747 -2.497
H -1.336 -2.532 -2.593
H -1.083 -3.514 -1.139
H -2.833 -0.841 1.507
H -2.051 -2.427 1.478
H -2.607 -0.008 -2.518
H -3.177 0.697 -0.984
Cl 4.389 -4.867 -1.087
C 3.965 -3.380 -1.929
Cl 2.808 -3.697 -3.247
Cl 5.411 -2.557 -2.546
C 3.290 -2.458 -1.031
N 2.746 -1.696 -0.372
N 5.573 6.995 5.992
C 5.276 6.216 5.203
C 4.883 5.238 4.232
C 5.533 5.151 3.004
C 5.123 4.219 2.068
C 4.072 3.361 2.359
C 3.436 3.427 3.593
C 3.835 4.367 4.523
N 3.640 2.409 1.385
C 4.391 1.886 0.356
C 3.589 1.019 -0.309
N 2.342 1.008 0.288
C 2.420 1.859 1.306
H 6.353 5.818 2.779
H 5.617 4.188 1.106
H 2.646 2.734 3.850
H 3.343 4.424 5.484
H 5.423 2.136 0.189
H 3.809 0.451 -1.194
H 1.601 2.112 1.954

(2)
Formula: C22H27ClFN3O
Source: the Open Molecules 2025 dataset
Level of theory: the ωB97M-V functional and the def2-TZVPD basis

Calculated values
ΔE to the lowest compared entry with this formula, charge and spin = 0.0538 eV
SMILES = Cc1ccc(C)c(CN2CCC(CNC(=O)Nc3ccc(F)c(Cl)c3)CC2)c1
Kohn-Sham gap = 8.876 eV
DFT total energy = -1654.1414 hartree

Atoms and positions in Å:
C -1.755 4.417 2.876
C -0.953 3.598 1.911
C 0.335 3.192 2.232
C 1.073 2.438 1.340
C 0.555 2.060 0.110
C -0.744 2.455 -0.220
C -1.474 3.216 0.683
H -2.480 3.517 0.421
C -1.376 2.033 -1.524
N -1.429 0.585 -1.597
C -1.708 0.019 -2.895
C -1.251 -1.441 -2.885
C -1.944 -2.237 -1.773
C -1.841 -1.479 -0.448
C -2.280 -0.029 -0.602
H -2.149 0.494 0.347
H -3.347 0.025 -0.887
H -2.435 -1.982 0.316
H -0.805 -1.461 -0.112
C -1.359 -3.659 -1.637
N 0.071 -3.660 -1.406
C 0.557 -3.421 -0.148
O -0.051 -3.674 0.864
N 1.846 -2.893 -0.164
C 2.420 -2.079 0.804
C 3.723 -1.622 0.601
C 4.304 -0.746 1.497
C 3.585 -0.311 2.595
C 2.286 -0.758 2.811
C 1.709 -1.647 1.922
H 0.708 -2.004 2.095
Cl 1.387 -0.194 4.167
F 4.158 0.558 3.450
H 5.310 -0.386 1.352
H 4.280 -1.948 -0.264
H 2.375 -2.974 -1.020
H 0.621 -3.335 -2.187
H -1.820 -4.160 -0.784
H -1.556 -4.238 -2.543
H -3.004 -2.344 -2.032
H -0.172 -1.434 -2.716
H -1.447 -1.901 -3.856
H -1.149 0.569 -3.656
H -2.783 0.076 -3.152
H -2.375 2.493 -1.620
H -0.761 2.385 -2.359
C 1.389 1.251 -0.837
H 1.638 1.842 -1.719
H 2.313 0.933 -0.359
H 0.831 0.379 -1.167
H 2.076 2.135 1.606
H 0.762 3.468 3.185
H -1.234 5.345 3.111
H -1.897 3.872 3.809
H -2.732 4.662 2.465

(3)
Formula: C22H29N5O4Pt
Source: the Open Molecules 2025 dataset
Level of theory: the ωB97M-V functional and the def2-TZVPD basis

Calculated values
Total charge = +2
Kohn-Sham gap = 2.079 eV
DFT total energy = -1548.6180 hartree

Atoms and positions in Å:
C 1.487 2.340 -3.388
C 1.574 1.264 -2.804
C 1.524 0.089 -1.851
C 2.176 0.258 -0.512
C 2.226 -0.826 0.533
C 2.937 -0.683 1.917
C 3.222 0.850 2.313
C 1.888 1.708 2.490
C 0.667 0.828 3.006
C -0.446 1.682 3.796
C -1.777 0.772 3.814
C -2.957 1.589 3.125
C -2.618 1.720 1.562
O -2.161 3.074 1.239
C -1.721 3.082 -0.120
C 1.529 -2.150 0.182
C 0.876 -2.311 -1.155
C 0.832 -1.242 -2.234
C 0.158 -1.565 -3.594
C -0.935 -0.482 -4.104
N -0.392 0.449 -5.127
N -1.647 0.239 -3.035
N -1.984 -1.272 -4.837
C 0.305 -3.775 -1.175
O -0.367 -4.371 -1.974
N 0.746 -4.373 0.083
N -0.361 -5.006 0.724
C 0.025 -6.136 1.189
O 0.565 -7.052 1.636
C 1.404 -3.476 1.028
O 1.781 -3.709 2.141
H 1.277 3.269 -3.985
H 2.666 1.237 -0.239
H 2.387 -1.239 2.744
H 3.972 -1.170 1.887
H 3.909 1.305 1.525
H 3.795 0.871 3.294
H 1.622 2.109 1.458
H 2.120 2.574 3.176
H 0.219 0.318 2.098
H 0.990 0.013 3.733
H -0.053 1.841 4.844
H -0.577 2.647 3.229
H -1.993 0.437 4.867
H -1.645 -0.175 3.195
H -2.999 2.633 3.554
H -3.904 0.993 3.273
H -3.520 1.488 0.917
H -1.792 1.000 1.279
H -2.189 3.990 -0.687
H -0.594 3.212 -0.189
H -2.056 2.120 -0.617
H 0.902 -1.791 -4.430
H -0.406 -2.544 -3.443
H -0.606 1.416 -4.875
H 0.626 0.319 -5.214
H -1.722 -0.293 -2.167
H -1.299 1.188 -2.892
H -2.347 -2.036 -4.252
H -1.462 -1.692 -5.628
Pt -3.880 4.446 -1.324

What is the Kohn-Sham gap in the third record?
2.079 eV